{
  "formula": "C15H60O15",
  "method": "wB97M-V/def2-TZVPD",
  "gap_ev": 10.1,
  "homo_ev": -10.21,
  "symbols": ["C", "O", "H", "H", "H", "H", "C", "O", "H", "H", "H", "H", "C", "O", "H", "H", "H", "H", "C", "O", "H", "H", "H", "H", "C", "O", "H", "H", "H", "H", "C", "O", "H", "H", "H", "H", "C", "O", "H", "H", "H", "H", "C", "O", "H", "H", "H", "H", "C", "O", "H", "H", "H", "H", "C", "O", "H", "H", "H", "H", "C", "O", "H", "H", "H", "H", "C", "O", "H", "H", "H", "H", "C", "O", "H", "H", "H", "H", "C", "O", "H", "H", "H", "H", "C", "O", "H", "H", "H", "H"],
  "coordinates": [[16.668360, 24.358510, 1.966120], [16.011360, 24.196450, 3.201800], [17.367480, 23.538400, 1.802570], [15.994430, 24.480500, 1.118160], [17.338160, 25.217350, 2.009090], [15.472040, 23.402280, 3.205190], [22.411330, 23.589300, 11.658850], [22.276800, 24.205500, 12.931890], [21.577870, 22.947830, 11.372530], [22.486330, 24.377570, 10.909790], [23.301580, 22.962530, 11.606810], [21.614070, 23.705660, 13.414130], [14.139150, 13.307990, 4.784170], [13.960280, 12.808710, 3.459810], [15.031480, 12.832050, 5.190770], [14.180610, 14.395330, 4.847850], [13.276410, 12.971790, 5.359280], [14.736780, 13.027540, 2.939470], [21.328880, 15.591230, 5.818930], [21.886810, 15.468530, 4.540760], [20.339940, 16.039060, 5.721240], [21.238330, 14.696980, 6.435550], [21.937120, 16.332410, 6.337390], [22.631540, 14.887740, 4.712980], [18.365020, 27.391640, 7.342020], [17.077250, 26.869450, 7.642520], [19.152550, 26.652820, 7.490440], [18.417600, 27.841140, 6.350410], [18.536960, 28.171630, 8.083750], [16.925920, 26.255620, 6.920080], [16.749850, 13.536370, 11.469950], [17.769690, 14.502390, 11.166660], [17.252550, 12.636130, 11.823460], [16.067360, 13.797250, 12.278800], [16.217330, 13.175120, 10.590160], [17.427230, 15.067090, 10.469920], [18.474370, 20.512770, 15.774560], [18.348730, 21.921560, 15.624800], [18.579950, 20.191930, 16.810900], [17.666270, 20.064240, 15.196720], [19.374500, 20.130250, 15.293370], [17.796000, 22.224970, 16.348700], [16.314420, 20.071640, 8.827140], [16.273790, 18.886430, 8.125650], [16.760170, 19.898380, 9.806630], [17.006790, 20.701440, 8.268500], [15.351400, 20.550930, 9.003220], [15.805740, 19.035890, 7.300910], [12.614770, 25.885450, 12.256860], [12.452800, 26.043440, 10.850570], [13.405720, 25.153030, 12.418270], [12.923170, 26.833520, 12.697500], [11.683580, 25.546260, 12.710660], [13.322180, 26.338130, 10.569590], [9.160100, 22.956100, 6.795420], [8.627840, 23.201380, 8.037640], [9.033670, 23.768640, 6.079950], [10.207960, 22.661180, 6.851250], [8.534260, 22.151280, 6.409810], [9.255800, 23.861070, 8.341070], [23.016460, 22.104380, 4.887280], [23.083660, 23.498040, 4.786960], [22.350900, 21.620630, 4.172360], [23.978420, 21.656730, 4.637620], [22.745530, 21.799830, 5.898190], [23.386810, 23.722370, 3.904140], [15.479560, 18.530420, 2.257330], [14.448190, 19.132550, 3.023040], [15.226760, 17.535120, 1.891840], [15.630420, 19.203050, 1.412990], [16.397490, 18.488540, 2.843640], [13.587170, 18.941780, 2.643760], [23.177000, 16.233640, 13.633490], [22.611320, 16.798550, 12.525620], [22.953400, 16.837020, 14.513280], [22.909780, 15.177480, 13.668390], [24.252650, 16.362970, 13.513700], [21.700660, 16.495840, 12.551420], [9.984370, 17.162190, 8.473690], [9.236410, 15.988660, 8.533460], [11.023460, 17.113990, 8.799400], [10.070090, 17.471050, 7.431890], [9.437750, 17.941690, 9.004420], [9.435040, 15.548950, 9.363400], [11.919400, 19.401410, 13.811190], [10.904100, 18.684110, 14.455020], [12.488320, 20.047180, 14.480070], [12.573240, 18.625110, 13.413770], [11.530380, 20.033400, 13.012840], [10.380510, 19.318060, 14.950560]],
  "atomic_forces_ev_per_a": [[0.72, -0.28, -0.06], [-0.14, 0.45, 0.37], [-0.17, -0.36, -0.32], [-0.08, -0.07, -0.01], [-0.40, 0.30, 0.26], [0.07, -0.05, -0.21], [0.18, 0.09, -0.34], [-0.27, -0.31, -0.11], [-0.26, 0.09, 0.21], [0.09, -0.03, -0.02], [0.19, 0.06, 0.08], [0.05, 0.09, 0.20], [-0.08, -0.72, -0.23], [-0.26, 0.31, -0.03], [0.09, 0.32, 0.39], [0.16, 0.06, -0.12], [0.05, 0.02, -0.03], [0.03, 0.03, 0.01], [-0.53, 1.61, 0.68], [0.20, -1.10, -0.23], [-0.08, -0.15, -0.05], [0.15, -0.30, -0.32], [-0.07, -0.03, 0.62], [0.33, -0.02, -0.69], [0.05, 0.56, 0.92], [0.30, -0.20, -0.57], [0.04, -0.16, -0.23], [0.02, -0.09, -0.09], [0.10, 0.11, -0.13], [-0.53, -0.25, 0.10], [0.80, -0.83, 0.02], [-0.77, -0.38, 0.16], [0.28, 0.06, 0.11], [-0.10, 0.58, -0.20], [-0.23, 0.45, -0.12], [0.03, 0.15, 0.02], [0.17, -0.14, -0.73], [0.44, -0.04, 0.29], [-0.55, -0.01, 0.05], [-0.29, -0.48, 0.59], [0.26, 0.53, -0.15], [-0.02, 0.15, -0.07], [0.93, 1.08, 0.42], [-0.64, -1.72, -0.44], [0.00, -0.18, -0.02], [-0.17, 0.84, 0.33], [-0.14, 0.05, -0.24], [0.01, -0.08, -0.06], [0.27, -0.03, -0.23], [-0.09, 0.05, 0.20], [-0.06, -0.16, 0.42], [-0.11, 0.03, 0.27], [0.06, 0.04, -0.18], [-0.07, 0.06, -0.50], [-0.59, -1.34, -1.80], [0.33, 1.14, 1.28], [0.15, 0.39, 0.05], [0.09, -0.15, -0.20], [0.46, -0.31, -0.39], [-0.43, 0.29, 1.08], [0.57, -0.99, -0.36], [-0.30, 0.51, 0.10], [-0.58, 0.26, 0.02], [0.35, -0.09, 0.32], [-0.04, 0.27, -0.08], [0.00, 0.05, 0.00], [-0.28, 0.64, -0.50], [-0.08, -0.18, 0.80], [-0.01, -0.07, 0.09], [0.47, -0.30, -0.35], [-0.20, 0.00, 0.10], [0.10, -0.08, -0.13], [1.57, 0.05, 0.84], [-1.36, 0.64, -1.63], [-0.38, -0.50, 0.53], [0.20, -0.06, 0.70], [0.18, -0.46, 0.04], [-0.23, 0.34, -0.50], [0.00, 1.16, -0.54], [0.11, -1.01, 0.03], [-0.02, -0.36, 0.47], [-0.28, -0.05, -0.11], [0.32, 0.33, 0.14], [-0.12, -0.07, 0.02], [0.46, -0.16, -0.36], [-0.57, 0.04, 0.54], [0.12, -0.06, 0.21], [0.19, 0.35, -0.22], [0.01, -0.05, -0.25], [-0.21, -0.12, 0.08]]
}